1.
The following is a quantum chemistry calculation of a structure of composition C35H62FeN10OPSi3Te at a distorted geometry, from the OMol25 dataset.

The geometry in XYZ format:
```
114
Properties=species:S:1:pos:R:3
Fe -0.036 -0.750 0.668
C 3.363 1.677 2.668
C 2.376 1.458 1.562
O 1.429 0.671 1.676
N 2.569 2.187 0.458
C 1.734 2.024 -0.716
C 2.125 0.761 -1.455
C 3.328 0.743 -2.142
C 3.655 -0.395 -2.912
C 2.871 -1.490 -2.814
C 1.761 -1.535 -1.839
N 1.283 -0.266 -1.372
H 2.956 1.292 3.596
H 3.595 2.732 2.789
H 4.283 1.138 2.447
H 3.403 2.749 0.374
H 1.852 2.905 -1.345
H 0.693 1.931 -0.388
H 3.963 1.613 -2.157
H 4.496 -0.367 -3.586
H 3.040 -2.373 -3.408
H 0.920 -2.126 -2.226
C -1.647 4.165 -1.542
Si -2.341 2.446 -1.066
C -4.232 2.474 -1.347
C -1.907 2.040 0.753
H -2.472 4.819 -1.815
H -0.951 4.148 -2.375
H -1.151 4.626 -0.694
H -4.693 3.179 -0.657
H -4.718 1.514 -1.189
H -4.472 2.811 -2.353
H -2.823 1.933 1.325
H -1.353 2.857 1.206
H -1.321 1.119 0.878
N 5.516 -2.881 -1.168
C 4.427 -3.208 -1.006
C 3.083 -3.516 -0.758
C 2.579 -4.786 -0.750
C 1.247 -4.992 -0.358
C 0.538 -3.912 0.149
N 0.972 -2.669 0.192
C 2.198 -2.352 -0.466
H 3.214 -5.627 -0.981
H 0.813 -5.979 -0.358
H -0.439 -4.077 0.595
H 2.747 -1.593 0.109
N -3.523 -4.351 -1.250
C -3.433 -3.297 -0.427
C -2.337 -2.407 -0.440
N -2.274 -1.362 0.374
C -3.294 -1.182 1.225
C -4.379 -2.050 1.227
N -4.445 -3.091 0.423
H -2.807 -4.581 -1.915
H -4.329 -4.946 -1.161
H -1.514 -2.535 -1.128
H -3.238 -0.337 1.893
H -5.225 -1.901 1.883
C 1.431 -2.214 5.724
N 1.397 -3.275 4.735
C 0.235 -4.114 4.962
N -0.993 -3.340 4.908
C -0.936 -2.275 5.895
N 0.218 -1.416 5.694
C 0.113 -0.618 4.504
P 0.027 -1.655 2.929
C 1.472 -2.785 3.388
C -1.280 -2.848 3.589
H 2.293 -1.569 5.539
H 1.531 -2.662 6.716
H 0.313 -4.564 5.955
H 0.198 -4.907 4.210
H -0.870 -2.724 6.888
H -1.849 -1.678 5.838
H 0.980 0.046 4.430
H -0.787 0.003 4.568
H 2.403 -2.228 3.248
H 1.472 -3.634 2.694
H -1.356 -3.699 2.904
H -2.247 -2.335 3.609
C 1.120 3.448 -4.389
Si -0.197 2.565 -5.444
C -1.015 3.712 -6.717
C 0.598 0.996 -6.170
C -1.681 2.014 -4.339
Te -1.270 0.687 -2.687
C -3.116 -0.352 -3.047
Si -2.972 -1.694 -4.436
C -4.530 -2.774 -4.287
C -2.897 -0.917 -6.167
C -1.349 -2.645 -4.115
H 1.897 3.839 -5.038
H 1.595 2.761 -3.693
H 0.729 4.293 -3.830
H -0.308 4.032 -7.475
H -1.413 4.608 -6.249
H -1.836 3.219 -7.230
H 1.589 1.219 -6.551
H 0.029 0.590 -7.001
H 0.705 0.216 -5.417
H -2.378 1.470 -4.969
H -2.200 2.881 -3.941
H -3.865 0.388 -3.305
H -3.412 -0.822 -2.114
H -5.331 -2.344 -4.880
H -4.889 -2.862 -3.266
H -4.360 -3.774 -4.671
H -3.709 -0.215 -6.338
H -2.993 -1.697 -6.918
H -1.959 -0.404 -6.355
H -1.250 -2.969 -3.083
H -0.490 -2.022 -4.354
H -1.287 -3.529 -4.740
```

Summary:
Spin multiplicity: 6
Energy relative to the best compared isomer or geometry (same formula, charge and spin) in kJ/mol: 137.1
Frontier orbital gap (spin up / spin down) in eV: 6.22 / 5.23
LUMO level (spin up / spin down) in eV: -5.156 / -6.137
HOMO (spin up / spin down) in eV: -11.38 / -11.37
Net charge: +2

2.
The following is a quantum chemistry calculation of a cluster of 3 separate species, C35H63ClN6O10PS in total at a distorted geometry, from the OMol25 dataset.

The geometry in XYZ format:
```
117
Properties=species:S:1:pos:R:3
C 2.278 2.228 2.685
C 1.208 1.983 1.501
O 0.124 3.005 1.463
N -1.038 2.264 1.387
C -2.195 2.995 1.919
N -2.322 3.347 3.211
C -1.276 3.025 4.225
C -1.348 1.509 4.762
O -0.255 0.990 5.121
Cl -2.913 0.585 4.883
N -3.315 3.334 1.029
C -3.615 4.804 1.043
C -4.879 5.250 1.935
C -4.631 6.792 2.436
S -5.724 8.025 1.591
O -5.869 9.195 2.552
O -7.114 7.528 1.300
O -4.909 8.612 0.251
C -4.520 2.478 1.255
C -4.314 0.920 0.900
C -5.669 0.063 0.906
O -5.597 -1.150 1.272
N -6.996 0.556 0.484
C -7.830 0.968 1.647
C -7.519 0.525 3.116
C -8.430 0.994 4.302
C -9.656 1.897 3.920
C -10.008 2.320 2.470
C -9.077 1.869 1.298
P -1.349 2.103 -0.409
O -0.286 3.253 -1.151
O -0.883 0.527 -0.930
H 3.306 2.466 2.247
H 1.952 2.996 3.463
H 2.398 1.226 3.253
H 1.690 1.834 0.458
H 0.694 0.971 1.736
H -3.158 3.859 3.558
H -1.488 3.692 5.150
H -0.206 3.305 3.900
H -3.676 5.226 -0.034
H -2.684 5.319 1.507
H -5.821 5.315 1.265
H -5.041 4.646 2.889
H -3.519 7.090 2.401
H -4.916 6.832 3.559
H -5.202 8.020 -0.494
H -4.745 2.514 2.395
H -5.467 2.829 0.724
H -3.880 0.834 -0.169
H -3.569 0.420 1.634
H -6.804 1.368 -0.138
H -6.639 -0.155 3.391
H -8.180 0.669 5.364
H -10.344 2.233 4.777
H -10.933 2.960 2.223
H -9.275 2.139 0.196
H 0.630 2.858 -1.168
H -0.995 0.572 -1.918
C 5.588 -2.048 -0.592
C 4.752 -0.752 -0.426
C 3.657 -0.684 -1.516
C 4.195 -0.336 -2.901
C 5.044 0.930 -2.855
C 6.165 0.867 -1.795
N 5.662 0.440 -0.452
O 4.984 1.501 0.088
C 7.277 -0.094 -2.279
C 6.875 2.247 -1.744
C 4.049 -0.938 0.946
H 5.622 -2.402 -1.624
H 6.613 -1.914 -0.237
H 5.176 -2.878 -0.008
H 2.904 0.065 -1.241
H 3.126 -1.641 -1.572
H 4.775 -1.169 -3.310
H 3.356 -0.184 -3.589
H 5.475 1.108 -3.846
H 4.386 1.784 -2.653
H 8.046 -0.222 -1.511
H 7.775 0.305 -3.169
H 6.913 -1.077 -2.569
H 6.188 3.067 -1.526
H 7.339 2.479 -2.706
H 7.667 2.251 -0.987
H 4.779 -0.994 1.759
H 3.463 -1.862 0.962
H 3.346 -0.131 1.171
C 3.168 -5.334 -0.656
C 1.888 -5.341 -1.534
C 1.218 -6.733 -1.486
C 1.958 -7.795 -2.295
C 2.204 -7.320 -3.723
C 2.904 -5.945 -3.789
N 2.237 -4.920 -2.927
O 1.083 -4.544 -3.549
C 4.388 -6.103 -3.379
C 2.983 -5.500 -5.274
C 0.944 -4.333 -0.826
H 3.634 -6.318 -0.576
H 3.910 -4.628 -1.036
H 2.957 -5.023 0.372
H 0.192 -6.665 -1.865
H 1.136 -7.072 -0.447
H 2.905 -8.057 -1.812
H 1.364 -8.715 -2.316
H 2.801 -8.070 -4.253
H 1.241 -7.275 -4.246
H 4.889 -5.131 -3.337
H 4.930 -6.712 -4.111
H 4.529 -6.605 -2.425
H 2.003 -5.455 -5.754
H 3.580 -6.206 -5.858
H 3.456 -4.517 -5.363
H 1.370 -3.325 -0.830
H 0.781 -4.622 0.217
H -0.047 -4.288 -1.285
```

Summary:
Spin multiplicity: 3
Frontier orbital gap in eV: 5.70
LUMO level in eV: -4.770
HOMO in eV: -10.47
Net charge: +1

3.
The following is a quantum chemistry calculation of a structure of composition C35H65BGeLuN6 at a distorted geometry, from the OMol25 dataset.

The geometry in XYZ format:
```
109
Properties=species:S:1:pos:R:3
Lu 0.184 0.063 -0.961
C 0.838 1.626 -3.814
C 0.030 2.851 -3.432
C 0.405 4.086 -4.250
C 0.070 3.126 -1.953
C 0.283 4.354 -1.295
C 0.194 4.014 0.086
C 0.438 4.985 1.210
C 1.962 5.361 1.266
C -0.408 6.219 0.927
N -0.159 2.715 0.252
N -0.233 2.150 -1.074
B -0.073 1.820 1.553
N 1.171 0.802 1.569
N 1.869 0.437 0.366
C 3.105 0.051 0.686
C 3.209 0.089 2.117
C 1.983 0.501 2.606
C 1.613 0.640 4.057
C 0.138 0.577 4.359
C 2.362 1.867 4.708
C 4.050 -0.412 -0.356
C 4.359 0.748 -1.339
C 5.310 -0.959 0.286
N -1.432 0.900 1.484
N -1.639 0.148 0.269
C -2.961 0.048 0.040
C -3.625 0.683 1.115
C -2.647 1.237 1.956
C -2.894 2.001 3.262
C -4.408 1.855 3.510
C -2.412 3.478 3.317
C -3.577 -0.539 -1.222
C -5.045 -0.865 -1.047
C -3.353 0.494 -2.406
H 0.589 1.344 -4.813
H 0.566 0.764 -3.138
H 1.946 1.790 -3.717
H -1.025 2.661 -3.764
H 1.385 4.467 -3.948
H -0.286 4.910 -4.127
H 0.468 3.770 -5.301
H 0.416 5.320 -1.795
H 0.159 4.508 2.151
H 2.166 5.914 0.362
H 2.622 4.465 1.283
H 2.272 5.979 2.074
H -0.036 6.754 0.054
H -0.469 6.904 1.795
H -1.447 5.951 0.702
H -0.119 2.452 2.588
H 4.030 -0.161 2.763
H 2.017 -0.287 4.582
H -0.362 1.537 4.246
H -0.030 0.207 5.371
H -0.407 -0.107 3.683
H 2.125 2.830 4.247
H 3.448 1.717 4.796
H 1.980 1.960 5.755
H 3.523 -1.264 -0.871
H 4.886 1.579 -0.826
H 3.410 1.085 -1.774
H 5.013 0.398 -2.129
H 5.994 -0.146 0.674
H 5.955 -1.519 -0.449
H 4.934 -1.643 1.081
H -4.664 0.826 1.293
H -2.380 1.459 4.078
H -5.000 2.282 2.674
H -4.772 2.332 4.434
H -4.654 0.812 3.601
H -2.807 4.046 2.442
H -1.331 3.514 3.399
H -2.783 3.843 4.273
H -3.029 -1.450 -1.447
H -5.678 0.065 -1.019
H -5.273 -1.360 -0.084
H -5.464 -1.461 -1.895
H -3.762 1.526 -2.189
H -3.771 0.147 -3.357
H -2.308 0.704 -2.536
C -0.349 -6.458 1.661
C 0.592 -5.301 2.133
C 0.786 -4.111 1.147
C -0.056 -3.869 -0.083
Ge 1.125 -3.536 -1.811
C -0.098 -4.317 -3.134
C 0.684 -5.222 -4.170
C 0.301 -6.705 -4.246
C -0.776 -7.085 -5.336
H -1.288 -5.994 1.328
H -0.506 -7.176 2.472
H 0.058 -7.040 0.831
H 1.597 -5.637 2.436
H 0.184 -4.875 3.086
H 1.876 -4.151 0.884
H 0.760 -3.205 1.797
H -0.787 -3.043 -0.013
H -0.709 -4.735 -0.265
H 1.000 -1.927 -1.772
H -0.628 -3.500 -3.646
H -0.890 -4.907 -2.685
H 1.782 -5.149 -3.972
H 0.570 -4.705 -5.145
H 0.009 -7.073 -3.258
H 1.183 -7.328 -4.515
H -1.408 -6.244 -5.567
H -1.376 -7.921 -4.939
H -0.391 -7.366 -6.296
```

Summary:
Spin multiplicity: 1
Energy relative to the best compared isomer or geometry (same formula, charge and spin) in kJ/mol: 161.3
Frontier orbital gap (spin up / spin down) in eV: 3.33 / 3.33
LUMO level (spin up / spin down) in eV: -13.161 / -13.163
HOMO (spin up / spin down) in eV: -16.49 / -16.49
Net charge: +3

4.
The following is a quantum chemistry calculation of a structure of composition C35H65BrN4O16PS2 at a distorted geometry, from the OMol25 dataset.

The geometry in XYZ format:
```
124
Properties=species:S:1:pos:R:3
C 4.668 0.715 3.797
C 4.658 0.924 2.254
O 3.668 1.858 1.810
C 3.785 2.019 0.387
C 3.076 3.380 -0.006
O 1.900 3.648 0.755
N 0.760 3.896 0.062
C 0.314 5.287 -0.028
C 1.490 6.172 -0.638
C 1.025 7.575 -1.140
O 1.798 8.488 -1.035
C -0.205 5.757 1.384
S -1.113 7.396 1.412
O 0.910 5.924 2.189
C 1.585 7.155 2.362
C 1.313 7.962 3.695
N -1.252 4.683 1.931
S -2.839 5.462 2.380
P -0.647 4.156 3.567
N -0.535 5.360 4.592
O -1.646 3.209 4.521
O 0.774 3.319 3.510
C -1.621 3.630 0.876
Br -2.807 2.317 1.876
C -2.722 3.995 -0.214
C -3.627 2.971 -0.809
C -4.621 3.316 -1.782
N -4.903 4.538 -2.306
C -4.050 5.451 -1.812
C -3.008 5.266 -0.844
C -0.349 2.884 0.205
C 0.073 1.542 0.886
C -0.431 0.199 0.253
O -1.840 0.050 0.030
C -2.358 -1.165 0.408
O -3.515 -1.390 0.234
C -0.585 2.579 -1.350
C 0.753 2.080 -2.060
C 0.327 1.024 -3.153
O -0.540 1.257 -3.933
O 0.962 -0.216 -3.182
H 3.734 0.234 4.176
H 4.779 1.717 4.297
H 5.539 0.101 4.151
H 5.699 1.205 1.935
H 4.421 -0.064 1.764
H 3.384 1.136 -0.175
H 4.885 2.137 0.188
H 2.964 3.489 -1.117
H 3.827 4.174 0.277
H -0.422 5.345 -0.867
H 2.401 6.184 0.000
H 1.785 5.605 -1.570
H 0.017 7.691 -1.626
H -1.194 7.891 0.138
H 2.679 6.886 2.465
H 1.614 7.869 1.495
H 0.218 8.210 3.778
H 1.570 7.386 4.612
H 1.829 8.957 3.649
H -3.338 4.752 3.446
H -0.786 6.240 4.137
H -1.259 2.308 4.566
H 1.301 3.700 4.244
H -3.550 1.885 -0.566
H -5.261 2.489 -2.179
H -4.182 6.485 -2.220
H -2.373 6.135 -0.583
H -0.166 1.473 1.983
H 1.186 1.357 0.893
H 0.100 -0.090 -0.698
H -0.120 -0.607 0.981
H -1.747 -1.967 0.904
H -0.825 3.511 -1.929
H -1.404 1.863 -1.565
H 1.469 1.597 -1.357
H 1.217 2.928 -2.628
H 1.842 -0.057 -2.791
C 0.269 -4.918 -0.066
O 1.504 -4.550 -0.653
C 1.497 -3.279 -1.277
C 2.626 -2.380 -0.774
O 2.581 -1.996 0.596
C 2.744 -3.009 1.589
C 4.089 -3.726 1.615
O 4.292 -4.519 0.458
C 5.551 -4.335 -0.163
H -0.352 -5.426 -0.807
H 0.474 -5.606 0.754
H -0.269 -4.055 0.341
H 0.536 -2.769 -1.142
H 1.635 -3.449 -2.351
H 2.568 -1.443 -1.339
H 3.604 -2.795 -1.021
H 1.918 -3.718 1.547
H 2.637 -2.492 2.547
H 4.095 -4.406 2.476
H 4.893 -2.997 1.756
H 5.917 -3.308 -0.063
H 5.437 -4.548 -1.227
H 6.282 -5.031 0.258
C -4.366 -5.565 -2.923
O -3.736 -6.763 -3.336
C -2.382 -6.880 -2.930
C -2.117 -8.186 -2.187
O -2.781 -8.366 -0.944
C -4.201 -8.480 -0.943
C -4.788 -9.687 -1.667
O -4.576 -9.625 -3.068
C -4.062 -10.815 -3.634
H -4.207 -4.785 -3.673
H -5.436 -5.757 -2.836
H -4.002 -5.221 -1.950
H -2.073 -6.035 -2.305
H -1.771 -6.863 -3.840
H -1.047 -8.213 -1.952
H -2.282 -9.049 -2.835
H -4.658 -7.553 -1.287
H -4.481 -8.571 0.110
H -5.873 -9.686 -1.506
H -4.385 -10.608 -1.234
H -3.398 -11.348 -2.946
H -3.481 -10.546 -4.518
H -4.883 -11.471 -3.940
```

Summary:
Spin multiplicity: 1
Frontier orbital gap in eV: 6.34
LUMO level in eV: -3.814
HOMO in eV: -10.15
Net charge: +1

| no. | calculated total energy (eV) |
| --- | --- |
| 1 | -128839.8043 |
| 2 | -99357.5440 |
| 3 | -137076.5568 |
| 4 | -177051.8133 |